Record 1
# C2H5NO2

A single C2H5NO2 molecule at a distorted geometry (ωB97M-V/def2-TZVPD, the OMol25 dataset).

XYZ file:
```
10
Properties=species:S:1:pos:R:3:forces:R:3
O -0.828 -0.485 1.819 2.088 0.226 -1.424
C 0.188 -0.821 1.196 -2.731 -0.279 -0.704
N 0.706 -0.152 0.032 2.233 -2.161 2.913
C -0.021 0.849 -0.635 -0.665 0.431 -0.552
O -0.967 0.219 -1.521 1.807 2.479 -1.044
H 0.441 -1.915 1.346 1.156 1.232 -0.142
H 1.748 -0.225 -0.074 -1.786 -0.073 -0.166
H -0.510 1.492 0.114 -0.115 -0.088 -0.462
H 0.689 1.432 -1.249 -0.614 -0.209 0.191
H -1.446 -0.394 -1.027 -1.372 -1.557 1.389
```
Forces are in eV/Å.

Its multiplicity is 1. The gap between HOMO and LUMO comes out at 11.115 eV. The energy above the lowest of the compared OMol25 structures with the same formula, charge and spin is 32.44 kcal per mole. For the HOMO energy, the calculation gives -0.3797 Ha. The value obtained for the total energy is -7739.344 eV.

Mulliken population analysis, charges in e, atoms 1 to 4:
1. O -0.48
2. C 0.01
3. N -0.21
4. C -0.28

Record 2
# C2H5NO2

A single C2H5NO2 molecule at a distorted geometry (ωB97M-V/def2-TZVPD, the OMol25 dataset).

XYZ file:
```
10
Properties=species:S:1:pos:R:3:forces:R:3
C -0.399 0.168 -1.344 3.065 2.560 0.246
N -0.393 -0.604 -0.157 0.063 0.498 1.445
C 0.178 0.211 0.851 -3.724 -3.366 3.211
O 0.930 -0.622 1.646 0.622 0.782 -0.467
O -0.355 1.214 1.281 1.800 0.229 -1.259
H 1.027 -0.201 2.510 0.035 0.151 -0.048
H -0.020 -1.537 -0.227 0.428 0.170 0.064
H -0.767 -0.375 -2.214 0.750 0.265 -0.094
H -0.946 1.092 -1.175 -0.681 -0.263 -0.167
H 0.744 0.653 -1.170 -2.357 -1.027 -2.931
```
Forces are in eV/Å.

Its multiplicity is 1. The gap between HOMO and LUMO comes out at 10.063 eV. The energy above the lowest of the compared OMol25 structures with the same formula, charge and spin is 37.78 kcal per mole. For the HOMO energy, the calculation gives -0.3506 Ha. The value obtained for the total energy is -7739.113 eV.

Mulliken population analysis, charges in e, atoms 1 to 4:
1. C -0.75
2. N -0.22
3. C 0.55
4. O -0.47